C29H17BrCrF11N2O3PS3 as an isolated structure. Source: the Open Molecules 2025 dataset; level of theory: ωB97M-V/def2-TZVPD.

Structure (XYZ):
```
68
Properties=species:S:1:pos:R:3:lowdin_spin:R:1
Cr -1.663 -0.173 -0.623 2.902
N -4.191 -6.090 2.067 0.051
C -4.417 -5.583 0.799 0.139
S -5.421 -6.442 -0.243 0.197
C -3.755 -4.370 0.466 0.180
C -3.987 -3.700 -0.772 0.055
C -3.387 -2.515 -1.049 0.073
N -2.532 -1.886 -0.181 0.134
C -2.259 -2.528 0.989 0.063
C -2.823 -3.717 1.332 0.068
H -4.819 -6.837 2.316 0.005
H -3.997 -5.435 2.808 0.004
H -4.660 -4.145 -1.490 0.004
H -3.565 -2.010 -1.990 0.005
H -1.559 -2.031 1.646 0.002
H -2.508 -4.153 2.270 0.005
Br 4.414 0.550 3.555 0.000
C 3.023 1.097 2.378 0.000
C 3.346 1.827 1.246 0.000
C 2.318 2.216 0.398 0.000
C 1.006 1.854 0.665 0.000
C 0.704 1.111 1.797 0.002
C 1.720 0.743 2.673 0.001
C -0.699 0.680 2.136 0.009
O -1.034 0.543 3.295 0.008
O -1.510 0.437 1.136 0.064
H 4.376 2.065 1.020 0.000
H 2.549 2.789 -0.490 0.000
H 0.221 2.148 -0.019 0.000
H 1.474 0.186 3.566 0.000
F -1.996 -0.407 -2.645 0.022
P -1.544 1.037 -3.464 0.002
F -2.919 1.675 -2.896 0.009
F -0.851 1.422 -1.987 0.014
F -0.192 0.339 -3.891 0.000
F -1.112 2.429 -4.074 0.000
F -2.291 0.521 -4.757 0.000
F -5.201 6.400 -0.533 0.031
C -4.967 5.099 -0.460 0.093
C -3.660 4.636 -0.428 -0.013
F -2.655 5.506 -0.462 -0.010
C -3.422 3.281 -0.352 0.074
F -2.169 2.876 -0.293 0.025
C -4.472 2.344 -0.312 0.064
S -4.219 0.663 -0.263 0.628
C -5.784 2.860 -0.325 0.074
F -6.820 2.036 -0.277 0.020
C -6.034 4.211 -0.407 -0.012
F -7.280 4.681 -0.434 -0.010
C 8.944 1.015 0.615 0.000
C 7.521 0.702 0.219 0.001
O 6.657 1.534 0.169 0.000
S 7.284 -1.020 -0.172 0.001
C 5.529 -1.104 -0.370 0.009
C 4.908 -0.519 -1.469 -0.001
C 3.533 -0.578 -1.596 0.010
C 2.760 -1.228 -0.629 0.009
C 3.396 -1.841 0.451 0.010
C 4.772 -1.773 0.583 -0.001
C 1.334 -1.167 -0.696 0.059
C 0.143 -0.941 -0.727 -0.081
H 8.947 1.279 1.673 0.000
H 9.283 1.879 0.045 0.000
H 9.616 0.174 0.453 0.000
H 5.503 -0.001 -2.209 0.000
H 3.035 -0.102 -2.430 0.001
H 2.798 -2.333 1.206 0.001
H 5.259 -2.216 1.442 0.000
```

As for the net charge: -1. For the HOMO energy (alpha / beta), the calculation gives -3.3 / -5.3 eV. Its multiplicity is 6. The orbital gap (alpha / beta) comes out at 4.98 / 4.01 eV. For the calculated total energy, the calculation gives -7703.7552 hartree. The max |F| is 0.0093 hartree/bohr.

One molecule with the formula C4H5NO. Source: the Open Molecules 2025 dataset; level of theory: ωB97M-V/def2-TZVPD.

Structure (XYZ):
```
11
Properties=species:S:1:pos:R:3:nbo_charge:R:1
C 0.327 -1.487 -0.689 -0.724
C 0.462 -0.005 -0.411 0.605
O 1.412 0.648 -0.765 -0.500
C -0.718 0.670 0.317 -0.618
C -0.266 1.770 1.171 0.288
N 0.095 2.617 1.871 -0.300
H 1.314 -1.901 -0.905 0.249
H -0.316 -1.643 -1.565 0.244
H -0.126 -2.025 0.151 0.227
H -1.298 -0.045 0.911 0.255
H -1.391 1.074 -0.454 0.274
```

For the HOMO energy, the calculation gives -10.5 eV. Its multiplicity is 1. The orbital gap comes out at 11.01 eV. For the calculated total energy, the calculation gives -285.3965 hartree. The max |F| is 0.0240 hartree/bohr.

A 2-piece molecular cluster, C2H10N3 overall. Source: the Open Molecules 2025 dataset; level of theory: ωB97M-V/def2-TZVPD.

Structure (XYZ):
```
15
Properties=species:S:1:pos:R:3:lowdin_spin:R:1
C 2.336 0.141 -1.063 0.001
N 1.005 -0.460 -0.883 0.012
H 3.056 -0.514 -1.537 0.000
H 2.246 1.116 -1.531 0.000
H 2.795 0.359 -0.093 0.000
H 1.163 -1.430 -0.639 0.001
H 0.443 -0.423 -1.721 0.004
H 0.312 0.249 0.170 0.015
N -2.734 -0.265 1.159 0.185
C -1.750 0.632 0.677 0.541
N -0.432 0.450 1.017 0.170
H -3.640 -0.328 0.735 0.006
H -2.570 -0.858 1.947 0.010
H -2.089 1.253 -0.142 0.043
H -0.141 0.077 1.904 0.012
```

For the HOMO energy (alpha / beta), the calculation gives -4.2 / -7.8 eV. Its multiplicity is 2. The orbital gap (alpha / beta) comes out at 5.07 / 8.67 eV. For the calculated total energy, the calculation gives -246.3555 hartree. The max |F| is 0.0602 hartree/bohr.

C76H152BN8O16Tl as an isolated structure. Source: the Open Molecules 2025 dataset; level of theory: ωB97M-V/def2-TZVPD.

Structure (XYZ):
```
254
Properties=species:S:1:pos:R:3:mulliken_charge:R:1
Tl -7.992 -9.120 3.255 0.999
O -2.206 -4.393 -0.063 -0.654
C -1.389 -3.655 -0.711 0.596
O -0.456 -2.832 -0.256 -0.447
B 0.126 -2.072 -1.329 1.039
O -0.522 -2.564 -2.556 -0.443
C -1.390 -3.540 -2.204 0.591
O -2.049 -4.267 -2.963 -0.621
O 1.573 -2.186 -1.389 -0.507
C 2.182 -1.001 -1.318 0.608
O 3.408 -0.796 -1.309 -0.633
C 1.124 0.017 -1.205 0.604
O -0.049 -0.572 -1.152 -0.480
O 1.336 1.241 -1.198 -0.652
C 6.048 -1.095 -8.850 -1.568
C 5.103 -0.332 -9.819 1.493
C 4.779 1.113 -9.244 -1.323
C 5.925 2.124 -9.197 -0.544
C 6.410 2.244 -10.622 -1.381
C 6.796 0.862 -11.340 1.818
N 5.698 -0.058 -11.144 0.194
O 5.979 -1.264 -11.703 -0.450
C 6.978 1.253 -12.756 -1.829
C 8.131 0.410 -10.874 -1.818
C 3.778 -1.170 -9.973 -1.867
H 6.780 -1.831 -9.182 0.268
H 5.398 -1.668 -8.188 0.395
H 6.556 -0.305 -8.298 0.382
H 3.988 1.475 -9.900 0.435
H 4.356 1.138 -8.239 0.326
H 6.641 1.726 -8.478 0.300
H 5.582 3.126 -8.940 0.389
H 7.214 2.976 -10.551 0.403
H 5.685 2.791 -11.224 0.527
H 6.050 1.250 -13.328 0.444
H 7.316 2.282 -12.876 0.410
H 7.791 0.736 -13.265 0.354
H 8.234 -0.520 -11.434 0.492
H 9.040 0.937 -11.162 0.411
H 8.203 0.019 -9.859 0.307
H 3.209 -0.660 -10.751 0.430
H 3.215 -1.156 -9.039 0.419
H 4.131 -2.158 -10.268 0.465
H 5.328 -1.378 -12.399 0.366
C -4.152 -10.737 9.202 -1.798
C -2.631 -10.828 8.954 1.356
C -2.109 -12.154 9.584 -1.066
C -0.652 -12.579 9.146 -0.777
C -0.529 -12.457 7.577 -1.033
C -1.144 -11.180 6.905 1.326
N -2.385 -10.731 7.531 0.141
O -2.740 -9.500 7.129 -0.390
C -0.052 -10.007 6.936 -1.690
C -1.490 -11.546 5.396 -1.821
C -1.900 -9.716 9.845 -1.745
H -4.699 -11.646 8.950 0.390
H -4.599 -10.008 8.526 0.356
H -4.462 -10.590 10.237 0.367
H -2.097 -12.098 10.673 0.437
H -2.718 -13.039 9.397 0.399
H -0.445 -13.596 9.477 0.396
H 0.064 -11.842 9.511 0.314
H -0.920 -13.416 7.239 0.421
H 0.538 -12.459 7.355 0.389
H 0.431 -9.952 7.911 0.400
H 0.681 -10.335 6.199 0.460
H -0.382 -8.989 6.731 0.374
H -2.260 -12.317 5.406 0.447
H -2.026 -10.707 4.953 0.363
H -0.641 -11.971 4.860 0.391
H -2.211 -9.923 10.869 0.477
H -2.190 -8.710 9.541 0.440
H -0.816 -9.729 9.734 0.370
H -2.100 -8.911 7.536 0.307
C -6.512 -1.183 -7.673 -1.468
C -7.986 -1.228 -8.173 1.363
C -8.088 -0.535 -9.670 -1.234
C -7.697 -1.481 -10.886 -0.736
C -8.642 -2.655 -10.791 -1.331
C -8.447 -3.464 -9.499 1.514
N -8.531 -2.557 -8.271 0.214
O -8.455 -3.194 -7.116 -0.402
C -9.625 -4.449 -9.515 -1.758
C -7.110 -4.129 -9.663 -1.796
C -8.949 -0.276 -7.326 -1.652
H -6.578 -1.252 -6.587 0.417
H -6.069 -0.212 -7.897 0.381
H -5.955 -2.017 -8.099 0.251
H -9.037 -0.034 -9.861 0.473
H -7.311 0.220 -9.796 0.437
H -6.661 -1.812 -10.818 0.336
H -7.812 -1.014 -11.865 0.409
H -8.465 -3.411 -11.557 0.561
H -9.606 -2.212 -11.043 0.350
H -10.478 -3.778 -9.418 0.467
H -9.864 -4.840 -10.504 0.374
H -9.484 -5.255 -8.794 0.340
H -7.050 -4.788 -10.529 0.405
H -6.153 -3.658 -9.438 0.274
H -7.089 -4.873 -8.867 0.583
H -10.018 -0.476 -7.411 0.375
H -8.763 0.748 -7.648 0.414
H -8.655 -0.273 -6.277 0.355
H -7.599 -3.616 -7.224 0.425
C 5.402 8.452 7.034 -1.816
C 6.523 7.925 6.114 1.218
C 6.050 6.607 5.371 -1.095
C 7.047 6.112 4.345 -0.678
C 7.099 7.095 3.223 -1.055
C 7.480 8.537 3.739 1.521
N 6.801 8.877 5.028 0.321
O 6.927 10.182 5.442 -0.412
C 8.964 8.683 3.880 -1.740
C 6.959 9.438 2.593 -1.894
C 7.736 7.730 7.048 -1.574
H 5.098 7.604 7.648 0.404
H 4.609 8.882 6.422 0.439
H 5.690 9.316 7.633 0.369
H 5.969 5.756 6.048 0.440
H 5.054 6.837 4.993 0.421
H 6.792 5.193 3.816 0.367
H 7.975 5.977 4.900 0.322
H 6.316 7.155 2.467 0.448
H 7.905 6.641 2.647 0.331
H 9.399 8.027 4.635 0.345
H 9.403 8.340 2.944 0.435
H 9.215 9.730 4.052 0.442
H 5.873 9.338 2.604 0.512
H 7.341 10.444 2.770 0.389
H 7.329 9.243 1.587 0.363
H 7.680 6.852 7.692 0.370
H 7.918 8.627 7.639 0.452
H 8.616 7.471 6.460 0.341
H 7.773 10.188 5.895 0.376
C -1.817 -0.626 11.497 -1.626
C -2.767 -0.248 10.323 1.587
C -3.078 1.282 10.439 -1.133
C -2.038 2.273 10.035 -0.841
C -1.530 2.042 8.582 -1.441
C -1.085 0.560 8.481 1.671
N -2.093 -0.377 9.040 0.047
O -1.764 -1.737 8.758 -0.402
C -1.118 0.328 6.984 -1.716
C 0.310 0.345 9.103 -1.605
C -4.093 -0.900 10.384 -2.098
H -1.112 0.206 11.508 0.461
H -1.316 -1.588 11.392 0.307
H -2.396 -0.654 12.420 0.402
H -4.104 1.448 10.111 0.478
H -3.221 1.527 11.492 0.413
H -1.206 2.249 10.739 0.288
H -2.441 3.284 10.077 0.400
H -0.635 2.622 8.354 0.550
H -2.225 2.456 7.852 0.486
H -0.978 1.241 6.405 0.441
H -0.294 -0.336 6.722 0.334
H -2.072 -0.157 6.784 0.358
H 0.630 1.292 9.539 0.379
H 0.328 -0.399 9.899 0.369
H 1.051 0.281 8.306 0.409
H -4.586 -0.681 11.331 0.388
H -4.124 -1.982 10.254 0.398
H -4.706 -0.583 9.540 0.481
H -0.914 -1.677 9.199 0.416
C -12.801 -4.242 1.504 -1.760
C -12.111 -2.900 1.443 1.577
C -12.930 -2.081 2.575 -1.128
C -12.344 -0.858 3.106 -0.679
C -10.984 -1.189 3.691 -1.262
C -10.094 -1.928 2.583 1.257
N -10.761 -3.064 1.925 0.033
O -9.845 -3.649 1.011 -0.412
C -9.523 -0.844 1.668 -1.607
C -8.880 -2.440 3.496 -1.694
C -12.255 -2.192 0.127 -1.685
H -12.643 -4.851 0.614 0.382
H -13.839 -3.999 1.277 0.387
H -12.807 -4.805 2.438 0.371
H -13.936 -1.832 2.236 0.513
H -13.009 -2.716 3.457 0.353
H -12.990 -0.395 3.852 0.397
H -12.064 -0.077 2.399 0.301
H -11.070 -1.801 4.589 0.438
H -10.561 -0.274 4.104 0.416
H -10.379 -0.381 1.176 0.332
H -9.084 -0.065 2.291 0.420
H -8.871 -1.253 0.897 0.373
H -8.085 -2.851 2.873 0.399
H -8.491 -1.511 3.911 0.371
H -9.023 -3.245 4.217 0.387
H -13.279 -1.895 -0.102 0.377
H -11.885 -2.820 -0.684 0.515
H -11.636 -1.306 -0.013 0.248
H -9.951 -3.029 0.286 0.380
C -2.873 7.060 -3.548 -1.945
C -3.677 7.850 -2.506 1.483
C -4.852 7.064 -1.949 -1.023
C -5.571 7.636 -0.743 -0.694
C -4.576 7.870 0.449 -1.189
C -3.344 8.725 -0.023 1.514
N -2.786 8.231 -1.369 0.213
O -1.540 8.681 -1.732 -0.359
C -3.733 10.271 -0.160 -1.583
C -2.182 8.562 0.996 -1.782
C -4.244 9.085 -3.213 -1.743
H -2.255 7.791 -4.070 0.456
H -3.468 6.582 -4.327 0.373
H -2.120 6.318 -3.283 0.414
H -5.657 7.041 -2.683 0.454
H -4.501 6.053 -1.745 0.345
H -6.262 6.851 -0.437 0.401
H -6.267 8.467 -0.861 0.343
H -4.372 6.942 0.983 0.438
H -5.131 8.468 1.172 0.429
H -3.467 10.855 0.721 0.416
H -3.237 10.609 -1.069 0.382
H -4.804 10.456 -0.248 0.315
H -1.593 7.693 0.701 0.442
H -1.415 9.318 0.825 0.399
H -2.449 8.393 2.039 0.400
H -3.480 9.718 -3.667 0.373
H -4.688 9.819 -2.541 0.404
H -5.085 8.892 -3.878 0.404
H -1.110 7.827 -1.816 0.378
C 11.890 -2.460 -3.215 -1.917
C 13.236 -1.732 -2.975 1.574
C 14.117 -2.018 -4.246 -1.227
C 15.230 -1.054 -4.515 -0.669
C 14.557 0.303 -4.880 -1.103
C 13.779 0.788 -3.587 1.060
N 12.900 -0.297 -3.026 0.468
O 12.053 0.139 -1.928 -0.444
C 14.718 1.325 -2.505 -1.505
C 12.861 1.999 -4.081 -1.787
C 13.891 -2.256 -1.677 -1.678
H 11.370 -2.656 -2.278 0.428
H 12.045 -3.394 -3.755 0.419
H 11.265 -1.932 -3.935 0.444
H 14.536 -3.016 -4.112 0.525
H 13.588 -2.027 -5.199 0.402
H 15.846 -1.444 -5.325 0.362
H 15.797 -0.988 -3.586 0.312
H 13.830 0.221 -5.687 0.403
H 15.206 1.142 -5.128 0.430
H 15.377 2.140 -2.804 0.414
H 14.146 1.831 -1.727 0.411
H 15.228 0.484 -2.035 0.319
H 13.370 2.960 -4.147 0.398
H 12.270 1.866 -4.987 0.378
H 12.117 2.173 -3.304 0.436
H 13.903 -3.346 -1.669 0.436
H 13.387 -1.880 -0.787 0.381
H 14.945 -1.975 -1.685 0.359
H 11.145 -0.027 -2.192 0.355
```

As for the net charge: +2. For the HOMO energy, the calculation gives -10.4 eV. Its multiplicity is 1. The orbital gap comes out at 0.79 eV. For the calculated total energy, the calculation gives -4824.9951 hartree. The max |F| is 0.1048 hartree/bohr.

C38H47Cl3IN5O5SSi2Zr as an isolated structure. Source: the Open Molecules 2025 dataset; level of theory: ωB97M-V/def2-TZVPD.

Structure (XYZ):
```
103
Properties=species:S:1:pos:R:3:mulliken_charge:R:1
Zr 0.022 0.208 -0.328 -2.517
C -1.754 3.470 -1.425 -1.352
C -1.036 2.635 -2.259 -1.391
C -1.426 1.268 -1.989 0.426
C -2.453 1.346 -0.985 0.334
C -2.612 2.673 -0.617 -0.440
H -1.661 4.552 -1.386 0.440
H -0.331 2.951 -3.013 0.456
H -1.348 0.452 -2.696 0.431
H -3.064 0.524 -0.662 0.398
H -3.287 3.037 0.150 0.538
N 1.544 -2.240 -3.933 0.247
C 0.656 -1.881 -3.002 -1.532
N 0.977 -1.578 -1.792 0.872
C 2.302 -1.647 -1.395 0.210
N 2.626 -1.495 -0.161 -0.902
N 1.536 -1.264 0.677 0.682
C 1.839 -1.435 1.900 -0.925
C 0.864 -1.482 3.004 0.664
C 1.279 -1.432 4.324 -0.737
C 0.333 -1.622 5.318 -0.456
C -0.983 -1.852 4.957 -0.775
C -1.310 -1.837 3.605 -0.082
N -0.405 -1.658 2.654 0.200
C 3.340 -1.892 -2.390 0.750
C 4.703 -1.795 -2.114 -0.303
C 5.627 -1.994 -3.118 -0.838
C 5.193 -2.288 -4.413 -0.452
C 3.848 -2.389 -4.700 -0.842
C 2.922 -2.185 -3.683 -0.159
H 1.219 -2.463 -4.856 0.343
H -0.394 -1.830 -3.287 1.050
H 2.880 -1.640 2.129 0.416
H 2.316 -1.226 4.566 0.456
H 0.622 -1.597 6.361 0.429
H -1.744 -2.047 5.703 0.442
H -2.333 -1.983 3.263 0.323
H 5.005 -1.548 -1.103 0.485
H 6.686 -1.919 -2.905 0.416
H 5.917 -2.428 -5.208 0.402
H 3.511 -2.617 -5.706 0.407
Cl 1.605 1.138 -2.196 -0.190
Si 1.190 2.834 0.085 0.668
Cl 2.373 4.511 -0.118 -0.353
Cl 2.733 1.459 0.623 -0.103
C -6.880 -1.553 -0.652 -2.080
C -5.432 -1.624 -0.200 2.079
C -5.154 -2.969 0.466 -1.664
C -5.110 -0.489 0.766 -1.154
O -4.629 -1.426 -1.370 0.449
Si -3.217 -2.069 -1.898 -0.992
S -1.633 -1.936 -0.547 -0.014
O -2.789 -1.283 -3.281 0.233
C -3.563 -0.719 -4.367 1.901
C -4.650 -1.697 -4.817 -1.488
C -2.566 -0.489 -5.489 -1.781
C -4.187 0.608 -3.936 -1.239
O -3.565 -3.640 -2.192 0.500
C -2.867 -4.798 -2.638 1.966
C -1.469 -4.440 -3.141 -1.100
C -3.679 -5.421 -3.761 -1.724
C -2.770 -5.756 -1.459 -1.754
H -7.555 -1.606 0.207 0.415
H -7.102 -2.382 -1.330 0.411
H -7.057 -0.614 -1.182 0.333
H -5.791 -3.087 1.347 0.555
H -4.104 -3.031 0.774 0.195
H -5.354 -3.789 -0.230 0.249
H -5.689 -0.587 1.690 0.707
H -5.329 0.479 0.304 0.296
H -4.040 -0.525 0.999 -0.486
H -4.207 -2.591 -5.266 0.240
H -5.294 -1.219 -5.559 0.492
H -5.268 -2.004 -3.966 0.158
H -2.053 -1.428 -5.728 0.275
H -1.823 0.257 -5.191 0.284
H -3.078 -0.137 -6.390 0.426
H -4.828 0.452 -3.065 0.020
H -4.793 1.015 -4.753 0.554
H -3.413 1.334 -3.670 0.171
H -1.549 -3.689 -3.938 -0.012
H -0.972 -5.328 -3.541 0.626
H -0.870 -4.030 -2.321 0.162
H -3.740 -4.734 -4.609 0.282
H -4.695 -5.631 -3.417 0.323
H -3.217 -6.353 -4.097 0.418
H -2.176 -5.301 -0.660 0.248
H -2.303 -6.697 -1.762 0.470
H -3.770 -5.967 -1.071 0.348
I -5.247 3.966 5.941 0.070
C -3.750 3.101 4.768 -0.108
C -4.068 2.040 3.933 -0.605
C -3.073 1.490 3.137 0.463
C -1.773 1.980 3.201 -0.337
C -1.468 3.038 4.047 -0.499
C -2.460 3.612 4.829 -0.620
C -0.707 1.418 2.326 0.381
O 0.474 1.621 2.577 -0.613
O -1.098 0.784 1.248 1.932
H -5.078 1.652 3.891 0.478
H -3.300 0.679 2.454 0.127
H -0.449 3.404 4.084 0.500
H -2.231 4.447 5.479 0.396
```

For the HOMO energy, the calculation gives -7.0 eV. Its multiplicity is 1. The orbital gap comes out at 6.01 eV. For the calculated total energy, the calculation gives -4829.0905 hartree. The max |F| is 0.0540 hartree/bohr.